1) 6
Properties=species:S:1:pos:R:3:mulliken_charge:R:1 method="wB97M-V/def2-TZVPD" e_homo_ev=-10.00
O 1.204 0.855 1.193 -0.38
C 0.236 1.060 0.592 0.51
N -0.625 0.915 -0.193 -0.13
Cl -2.189 1.463 -0.418 0.01
I 0.503 -2.572 -1.260 -0.08
H 0.872 -1.721 0.085 0.07


2) 6
Properties=species:S:1:pos:R:3:mulliken_charge:R:1 method="wB97M-V/def2-TZVPD" e_homo_ev=-9.60
C 2.424 0.437 -2.083 0.64
N 2.489 -0.440 -1.256 -0.53
O 2.281 1.099 -2.999 -0.36
Cl -0.060 -2.544 2.454 -0.19
I 1.136 -1.233 -0.047 0.29
H -0.396 -3.323 3.001 0.15


Stability comparison, relative energies in hartree: 1) 0.0000; 2) 0.0386


1) 17
Properties=species:S:1:pos:R:3:mulliken_charge:R:1 method="wB97M-V/def2-TZVPD" e_homo_ev=-9.00
C 0.480 -0.623 3.359 -0.78
S 0.179 0.507 1.905 -0.09
S -0.620 -1.390 0.421 -0.08
C 0.594 -0.619 -0.816 -0.86
C 0.402 0.770 -1.434 -0.34
C -1.044 1.169 -1.519 -0.40
O -1.826 0.478 -2.481 -0.52
H 1.045 -1.392 2.775 0.26
H -0.452 -1.205 3.750 0.30
H 1.415 -0.322 3.944 0.32
H 0.487 -1.521 -1.537 0.37
H 1.670 -0.758 -0.358 0.36
H 0.955 1.419 -0.707 0.29
H 1.112 0.823 -2.391 0.24
H -1.280 2.152 -1.893 0.34
H -1.479 0.960 -0.609 0.28
H -1.640 -0.449 -2.409 0.29


2) 17
Properties=species:S:1:pos:R:3:mulliken_charge:R:1 method="wB97M-V/def2-TZVPD" e_homo_ev=-8.99
C 1.730 1.282 -1.125 -1.31
C 0.329 0.860 -0.705 -0.23
C 0.341 -0.455 0.067 -0.67
S 1.227 -0.300 1.660 -0.08
C -1.056 -1.034 0.274 -0.16
O -0.947 -2.259 0.898 -0.46
S -2.101 0.158 1.256 -0.21
H 2.370 1.386 -0.253 0.34
H 2.170 0.540 -1.788 0.33
H 1.695 2.235 -1.646 0.37
H -0.299 0.737 -1.592 0.31
H -0.120 1.638 -0.084 0.35
H 0.920 -1.209 -0.472 0.43
H 0.384 0.580 2.199 0.12
H -1.562 -1.112 -0.701 0.38
H -1.816 -2.640 1.072 0.35
H -3.266 -0.407 0.940 0.12


Stability comparison, relative energies in hartree: 1) 0.1049; 2) 0.0000


1) 16
Properties=species:S:1:pos:R:3:mulliken_charge:R:1 method="wB97M-V/def2-TZVPD" e_homo_ev=-8.76
C -0.778 -0.754 0.490 -0.66
C 0.769 -0.914 0.356 -0.04
C -0.262 0.649 1.052 -0.25
C 0.115 1.227 -0.348 -0.44
C -0.417 0.269 -1.449 -0.46
C 0.976 0.087 -0.989 -0.38
H -1.677 -1.175 -1.230 0.24
H -1.197 -1.436 1.205 0.46
H 1.133 -1.970 0.145 0.38
H 1.874 0.389 1.471 0.30
H -0.788 1.308 1.643 0.62
H 0.216 2.385 -0.531 0.30
H -0.668 0.660 -2.406 0.43
H 1.914 0.198 -1.445 0.43
N -1.390 -0.420 -0.653 -0.36
N 0.929 -0.115 1.579 -0.58


2) 16
Properties=species:S:1:pos:R:3:mulliken_charge:R:1 method="wB97M-V/def2-TZVPD" e_homo_ev=-9.23
H -1.682 2.202 -0.010 0.28
N -0.693 2.032 0.124 -0.66
C -0.466 0.855 -0.247 -0.20
C 0.929 0.331 -0.240 -0.28
C 2.097 -0.014 -0.167 1.23
C 3.586 -0.195 -0.012 -1.06
N -1.336 -0.118 -0.546 -0.19
C -1.823 -1.243 0.162 -0.19
C -2.738 -0.054 -0.046 -0.74
H 3.883 -1.201 -0.443 0.27
H 3.947 -0.176 1.064 0.26
H 4.165 0.632 -0.485 0.27
H -1.464 -1.419 1.142 0.23
H -1.958 -2.167 -0.394 0.21
H -3.630 -0.065 -0.726 0.20
H -2.817 0.600 0.825 0.36


Stability comparison, relative energies in hartree: 1) 0.0000; 2) 0.0039


1) 16
Properties=species:S:1:pos:R:3:mulliken_charge:R:1 method="wB97M-V/def2-TZVPD" e_homo_ev=-9.23
C 0.765 2.238 0.780 -0.77
C 0.175 0.913 0.446 0.11
C 0.583 -0.049 -0.319 0.95
C 1.451 -0.138 -1.457 -1.45
C -0.623 -1.040 -0.112 0.60
C -1.118 0.576 1.009 -0.56
H 1.775 2.165 1.662 0.23
H 1.210 2.498 -0.489 0.21
H -0.285 2.677 1.282 0.24
H 2.159 0.689 -1.604 0.43
H 2.084 -1.086 -1.410 0.30
H 0.622 -0.228 -2.403 0.24
H 0.345 -2.400 -1.365 0.27
H -2.066 1.083 1.349 0.39
N -0.461 -2.282 -0.545 -0.67
N -1.431 -0.632 0.673 -0.53


2) 16
Properties=species:S:1:pos:R:3:mulliken_charge:R:1 method="wB97M-V/def2-TZVPD" e_homo_ev=-9.04
C 0.238 2.533 0.137 -0.55
C -0.201 1.547 -0.718 -0.45
C -0.704 0.135 -0.325 0.67
C 0.453 -1.459 -1.187 -0.22
C 0.016 -0.440 0.879 0.23
C -0.544 -0.518 2.140 -0.90
H 0.210 2.446 1.481 0.16
H 0.744 3.460 -0.296 0.26
H -0.093 1.730 -1.866 0.27
H -1.932 0.332 -0.238 0.30
H 0.746 -2.462 -1.732 0.34
H 0.341 -2.980 0.490 0.13
H 0.128 -1.160 2.725 0.33
H -1.447 0.071 2.672 0.26
N -0.473 -0.699 -1.448 -0.48
N 1.295 -1.049 0.192 -0.37


3) 16
Properties=species:S:1:pos:R:3:mulliken_charge:R:1 method="wB97M-V/def2-TZVPD" e_homo_ev=-9.06
N 2.853 -0.171 -0.590 -0.54
C 2.002 -0.485 0.125 0.33
C 0.794 -0.666 0.694 -0.02
N -0.170 -1.633 0.117 -0.54
C -1.373 -0.781 -0.395 -0.54
C -0.633 0.531 -0.753 -0.27
C 0.084 1.874 -0.010 -0.66
C 0.016 0.599 0.682 -0.02
H 0.843 -1.031 1.855 0.28
H 0.088 -1.994 -0.828 0.37
H -2.198 -0.674 0.503 0.22
H -1.846 -1.464 -1.271 0.29
H 0.083 0.245 -1.446 0.23
H -0.463 2.680 0.512 0.24
H 0.883 2.190 -0.581 0.34
H -0.961 0.780 1.386 0.30


4) 16
Properties=species:S:1:pos:R:3:mulliken_charge:R:1 method="wB97M-V/def2-TZVPD" e_homo_ev=-9.52
H 2.371 -0.545 -1.412 0.25
N 2.258 -0.221 -0.454 -0.74
C 1.089 -0.061 -0.059 0.76
C 0.773 0.370 1.412 -0.45
C 0.012 1.358 1.848 -0.57
C -0.256 -0.035 -0.659 0.33
C -0.675 0.979 -1.444 -0.91
C -1.007 -1.296 -0.614 -0.16
N -0.552 -2.302 -0.018 -0.57
H -1.173 -3.108 0.008 0.25
H 1.537 -0.062 2.047 0.31
H -0.804 1.754 1.246 0.27
H 0.044 1.681 2.879 0.29
H -0.073 1.861 -1.599 0.31
H -1.561 0.879 -2.054 0.29
H -1.982 -1.250 -1.127 0.35


Stability comparison, relative energies in hartree: 1) 0.1366; 2) 0.2775; 3) 0.1134; 4) 0.0000


1) 16
Properties=species:S:1:pos:R:3:mulliken_charge:R:1 method="wB97M-V/def2-TZVPD" e_homo_ev=-7.50
C 2.673 -0.421 -0.376 -1.18
C 1.356 -0.438 0.465 0.52
N 0.981 1.153 0.364 -0.59
C -0.221 0.777 -0.049 0.57
C -1.616 0.952 -0.131 -0.94
N -2.358 -0.285 -0.163 -0.07
C -1.291 -1.170 0.083 -1.11
C -0.086 -0.549 -0.094 0.38
H 3.347 -1.298 -0.534 0.31
H 3.349 0.374 -0.096 0.34
H 2.217 -0.230 -1.421 0.27
H 1.653 -0.585 1.548 0.23
H 1.402 1.567 -0.581 0.33
H -2.237 1.952 -0.004 0.27
H -3.447 -0.581 -0.154 0.30
H -1.535 -2.175 0.459 0.36


2) 16
Properties=species:S:1:pos:R:3:mulliken_charge:R:1 method="wB97M-V/def2-TZVPD" e_homo_ev=-8.99
C -0.420 1.139 -0.180 -0.30
C -1.483 0.436 -0.131 -0.35
C -1.556 -1.055 0.124 -0.30
C -0.169 -1.686 -0.183 -0.20
N 0.778 -1.383 0.584 -0.26
N 1.988 -1.083 -0.031 -0.48
C 2.056 0.109 -0.352 -0.14
C 1.076 1.076 0.383 -0.27
H -0.862 2.311 -0.022 0.09
H -2.451 0.952 -0.074 0.34
H -2.166 -1.033 1.075 0.31
H -2.311 -1.211 -0.807 0.20
H 0.117 -2.069 -1.224 0.40
H 3.024 0.550 -0.724 0.34
H 0.943 0.895 1.562 0.31
H 1.435 2.051 0.000 0.30


Stability comparison, relative energies in hartree: 1) 0.0000; 2) 0.0094


1) 16
Properties=species:S:1:pos:R:3:mulliken_charge:R:1 method="wB97M-V/def2-TZVPD" e_homo_ev=-7.57
N 2.526 0.801 -0.371 -0.62
C 1.309 0.077 -0.027 0.53
C 1.271 -1.093 0.819 -0.67
C -0.047 -1.543 0.982 -0.54
N -0.770 -0.597 0.305 0.16
C -0.007 0.328 -0.370 -0.28
C -1.237 1.132 -0.740 -0.28
C -2.039 0.058 0.041 -0.56
H 3.195 0.080 -0.638 0.27
H 2.334 1.393 -1.175 0.26
H 2.162 -1.506 1.288 0.37
H -0.564 -2.262 1.629 0.36
H -1.318 2.132 -0.286 0.24
H -1.431 1.188 -1.834 0.24
H -2.740 -0.573 -0.518 0.25
H -2.643 0.385 0.894 0.27


2) 16
Properties=species:S:1:pos:R:3:mulliken_charge:R:1 method="wB97M-V/def2-TZVPD" e_homo_ev=-8.30
C 0.188 -1.714 -1.425 -0.49
C 0.140 -0.352 -1.083 -0.30
C -1.105 -0.089 -0.586 -0.58
N -1.815 -1.254 -0.585 0.01
C -1.025 -2.273 -1.091 -0.46
H 1.022 -2.247 -1.848 0.38
H 0.936 0.351 -1.273 0.47
H -1.627 0.786 -0.230 0.40
H -2.767 -1.318 -0.288 0.19
H -1.508 -3.218 -1.282 0.36
C 1.688 1.947 1.376 -0.82
C 0.401 1.801 2.018 0.38
N -0.604 1.677 2.553 -0.41
H 2.376 2.364 2.116 0.32
H 1.641 2.586 0.500 0.26
H 2.059 0.952 1.131 0.27


3) 16
Properties=species:S:1:pos:R:3:mulliken_charge:R:1 method="wB97M-V/def2-TZVPD" e_homo_ev=-8.36
N 3.837 -0.183 -0.112 -0.51
C 2.688 -0.087 0.005 0.07
C 1.256 -0.068 0.049 0.22
C 0.634 -1.278 -0.072 -0.42
N -0.742 -1.382 -0.158 -0.28
C -1.621 -0.288 0.106 -0.57
C -0.934 1.010 -0.340 -0.65
C 0.462 1.195 0.174 -0.39
H 1.093 -2.237 -0.114 0.44
H -1.113 -2.287 0.287 0.29
H -2.646 -0.369 -0.395 0.29
H -1.837 -0.210 1.226 0.30
H -0.882 0.964 -1.470 0.29
H -1.556 1.785 0.062 0.33
H 0.394 1.454 1.208 0.29
H 0.967 1.979 -0.456 0.30


Stability comparison, relative energies in hartree: 1) 0.0458; 2) 0.0000; 3) 0.0091